Entry 1:
{"formula": "C39H31N5ORuS5", "method": "ωB97M-V/def2-TZVPD", "gap_ha": [0.2525, 0.2394], "e_tot_ha": -3939.71712, "fmax_ev_per_a": 2.02, "multiplicity": 2, "lumo_ha": [0.079, 0.070], "charge": -1, "s2": 0.757, "e_homo_ha": [-0.1739, -0.1698], "elements": ["Ru", "C", "C", "C", "C", "C", "C", "C", "N", "C", "N", "C", "C", "C", "C", "C", "C", "C", "N", "C", "C", "C", "C", "C", "C", "C", "H", "H", "H", "H", "H", "H", "H", "H", "H", "H", "H", "H", "H", "H", "H", "H", "H", "H", "H", "H", "H", "H", "S", "C", "S", "C", "C", "N", "C", "N", "O", "C", "C", "C", "C", "C", "S", "C", "C", "C", "C", "S", "C", "C", "C", "C", "S", "H", "H", "H", "H", "H", "H", "H", "H", "H"], "xyz": [[-0.114192, 0.154725, 1.630425], [0.645992, 1.036299, -5.195176], [-0.851111, 0.972060, -5.029885], [-1.703378, 0.965729, -6.128557], [-3.081517, 0.912592, -5.980580], [-3.625084, 0.887660, -4.707321], [-2.797710, 0.904636, -3.593657], [-1.412049, 0.924021, -3.746898], [-0.534586, 0.947366, -2.644117], [-0.747770, 0.443956, -1.368548], [-1.538015, -0.645293, -1.315658], [-2.076002, -1.341533, -0.208841], [-1.750419, -0.990122, 1.093717], [-2.491457, -1.612934, 2.107424], [-3.401901, -2.626987, 1.844865], [-3.609458, -3.027458, 0.532408], [-2.971955, -2.376197, -0.512168], [-3.247989, -2.776284, -1.942102], [-0.143686, 0.979474, -0.366223], [0.690520, 2.111476, -0.585833], [2.065228, 1.903929, -0.623596], [2.928583, 2.970765, -0.806308], [2.415770, 4.251908, -0.952789], [1.044331, 4.452860, -0.913570], [0.156053, 3.394515, -0.727788], [-1.334963, 3.626507, -0.672686], [0.920256, 0.916549, -6.242229], [1.138118, 0.255077, -4.612347], [1.043661, 1.996722, -4.853845], [-1.269866, 0.989012, -7.122866], [-3.722424, 0.899843, -6.854587], [-4.700546, 0.873958, -4.574607], [-3.222370, 0.931722, -2.597176], [0.254370, 1.571934, -2.701292], [-1.807181, -0.994092, -2.216482], [-2.358868, -1.290639, 3.133913], [-3.940958, -3.109396, 2.654220], [-4.296686, -3.838394, 0.311252], [-3.914663, -3.637514, -1.969915], [-2.330016, -3.056250, -2.473701], [-3.731588, -1.969443, -2.506156], [2.426060, 0.890238, -0.492787], [3.997998, 2.801315, -0.821287], [3.082261, 5.096173, -1.080033], [0.645250, 5.456746, -1.014672], [-1.550899, 4.641914, -0.339268], [-1.808326, 2.930280, 0.019130], [-1.792943, 3.488532, -1.659956], [1.288114, 1.874418, 2.599227], [-0.159957, 2.735087, 2.917417], [-1.570564, 1.811254, 2.508155], [-0.208497, 4.011900, 3.432621], [-1.446997, 4.720324, 3.528847], [-2.436914, 5.307237, 3.604343], [0.976807, 4.681393, 3.870916], [1.915086, 5.235828, 4.246414], [1.269050, -1.166450, 0.787351], [1.918505, -1.972798, 1.713865], [1.508926, -3.432851, 1.494760], [1.706752, -4.553149, 2.246924], [1.061363, -5.702495, 1.701168], [0.376724, -5.414897, 0.559343], [0.494703, -3.755583, 0.149350], [3.432736, -1.781458, 1.593710], [4.071295, -0.580372, 1.520729], [5.492645, -0.701912, 1.501991], [5.904111, -1.997064, 1.558824], [4.571695, -3.073233, 1.639978], [1.425312, -1.565760, 3.118265], [0.110536, -1.630466, 3.524153], [-0.089481, -1.101447, 4.839661], [1.066455, -0.677772, 5.402302], [2.405764, -0.899002, 4.349827], [2.290631, -4.561532, 3.162626], [1.099656, -6.688386, 2.152175], [-0.199904, -6.088736, -0.060721], [3.531467, 0.360116, 1.489465], [6.173486, 0.139760, 1.449811], [6.914641, -2.385117, 1.564956], [-0.629455, -2.177911, 2.961119], [-1.055052, -1.042045, 5.329309], [1.216485, -0.214832, 6.369272]], "forces_ev_per_angstrom": [[-1.4082, 0.3656, -1.3286], [-0.1546, -0.0306, -0.0138], [0.1250, -0.0352, -0.0573], [0.0955, -0.0067, 0.0246], [0.0107, -0.0042, -0.0673], [-0.0553, -0.0029, 0.0767], [-0.0051, 0.0431, 0.0634], [-0.0232, -0.0116, 0.0639], [-0.0817, -0.0671, 0.0471], [-0.2028, -0.2664, -0.5953], [0.2546, 0.0242, -0.1066], [-0.2873, 0.0114, 0.2043], [0.6429, -0.1793, 0.2953], [-0.6304, -0.0878, -0.3431], [0.0155, 0.1389, 0.0241], [-0.0548, -0.0933, -0.0419], [-0.1285, 0.0325, -0.1702], [0.0041, 0.0175, 0.0539], [0.0418, -0.3391, 1.9862], [0.1825, 0.2671, -0.0986], [0.0138, -0.0517, -0.1643], [-0.0049, -0.0693, -0.0244], [-0.0565, 0.0204, 0.0123], [0.0010, -0.0071, 0.0166], [-0.2116, -0.0425, 0.0602], [0.1443, -0.0275, -0.1149], [0.0090, 0.0124, 0.0074], [0.0011, 0.0152, -0.0093], [0.0168, -0.0129, 0.0001], [-0.0041, 0.0175, 0.0381], [0.0315, 0.0013, 0.0593], [0.0491, -0.0074, 0.0255], [-0.0050, -0.0374, -0.0346], [0.0325, 0.0449, -0.0181], [-0.0115, -0.0415, -0.1267], [-0.0540, 0.0050, -0.0474], [0.0271, 0.0378, -0.0434], [0.0371, 0.0320, -0.0150], [0.0039, 0.0090, -0.0069], [-0.0563, 0.0229, 0.0219], [0.0468, -0.0550, -0.0019], [0.0046, -0.0101, 0.0469], [-0.0054, 0.0044, 0.0095], [-0.0178, -0.0130, 0.0047], [0.0017, -0.0354, 0.0338], [-0.0036, -0.0273, -0.0139], [-0.0002, 0.0439, 0.0056], [0.0381, 0.0160, 0.0464], [0.6057, 0.4222, 0.4095], [0.4109, 0.0081, 0.0601], [0.3474, -0.6911, -0.2106], [-0.1182, 0.3329, 0.0723], [0.2443, -0.1141, 0.1235], [-0.0344, 0.0156, -0.0264], [-0.2357, -0.0494, -0.1390], [0.0277, 0.0181, 0.0009], [0.1653, -0.0937, 0.2948], [-0.1585, -0.0184, -0.0257], [-0.1735, 0.1922, -0.0339], [0.1144, -0.1286, 0.0226], [0.0967, -0.0187, 0.1404], [-0.0169, 0.0817, -0.0743], [0.0653, -0.0279, -0.0275], [-0.0943, -0.1145, 0.2186], [0.0830, 0.1285, -0.0396], [-0.0810, 0.1282, -0.0357], [-0.0249, -0.1402, 0.0565], [-0.0090, 0.0116, -0.0248], [0.2015, 0.2292, -0.1071], [-0.0309, 0.0846, -0.1907], [-0.1662, 0.0067, -0.0781], [0.2351, 0.0460, 0.0501], [0.1143, 0.0455, -0.0470], [-0.1059, 0.0212, -0.1043], [0.0045, 0.1103, -0.0634], [0.0538, 0.0690, 0.1111], [0.0603, -0.0773, 0.0222], [-0.0862, -0.0639, 0.0028], [-0.1371, 0.0872, -0.0336], [0.2333, -0.0612, 0.1172], [0.1004, 0.0008, -0.0801], [-0.0595, -0.0609, -0.1451]], "lowdin_spin": [0.889, 0.000, 0.000, 0.000, 0.000, 0.000, 0.000, 0.000, 0.003, 0.006, 0.005, -0.002, -0.015, -0.002, 0.001, 0.000, 0.000, 0.000, -0.002, 0.000, -0.001, 0.000, -0.001, 0.000, -0.001, 0.002, 0.000, 0.000, 0.000, 0.000, 0.000, 0.000, 0.000, 0.000, 0.000, 0.000, 0.000, 0.000, 0.000, 0.000, 0.000, 0.000, 0.000, 0.000, 0.000, 0.000, 0.002, 0.000, -0.012, 0.005, 0.067, 0.018, 0.003, 0.006, 0.003, 0.008, 0.004, 0.005, 0.000, 0.000, 0.000, 0.000, 0.000, 0.000, 0.000, 0.000, 0.000, 0.000, -0.001, 0.004, 0.001, 0.006, -0.002, 0.000, 0.000, 0.000, 0.000, 0.000, 0.000, 0.000, 0.000, 0.000]}

Entry 2:
{"formula": "C3H5N5", "method": "ωB97M-V/def2-TZVPD", "gap_ha": 0.3706, "e_tot_ha": -390.93162, "fmax_ev_per_a": 5.32, "multiplicity": 1, "lumo_ha": -0.005, "e_homo_ha": -0.3753, "elements": ["C", "C", "N", "N", "C", "N", "N", "N", "H", "H", "H", "H", "H"], "xyz": [[2.466928, -0.197433, 0.074317], [0.907002, -0.055354, -0.074173], [0.009574, -1.020172, -0.193261], [-1.234050, -0.521599, -0.072285], [-1.768991, 0.698059, -0.166675], [-3.009267, 0.685763, 0.020499], [-3.257604, -0.633911, 0.151927], [-2.186037, -1.356262, -0.040083], [3.073183, 0.369224, -0.667141], [2.875937, -1.188318, 0.223240], [2.574811, 0.666595, 1.049488], [0.845405, 0.990628, -0.035852], [-1.296896, 1.562779, -0.270006]], "forces_ev_per_angstrom": [[-1.3079, 2.8324, 2.0513], [2.0936, -3.6289, -0.8076], [4.2517, 3.1141, 0.7241], [0.7372, 1.1183, -1.7785], [1.5897, -0.0246, 0.5501], [-2.0282, -1.5218, 0.4499], [-1.7090, -2.0233, -0.8225], [-3.5555, -0.9152, 1.9624], [-0.8368, -0.5368, -0.0050], [-0.0409, 0.0276, 0.3937], [0.1572, -3.1136, -2.2807], [-1.8451, 1.4219, 0.0710], [2.4943, 3.2500, -0.5081]], "nbo_charge": [-0.639, 0.113, -0.210, -0.048, 0.109, -0.250, -0.104, -0.029, 0.240, 0.239, 0.216, 0.169, 0.194]}

Entry 3:
{"formula": "C14H28ClINOP2Ti", "method": "ωB97M-V/def2-TZVPD", "gap_ha": 0.2648, "e_tot_ha": -2969.37236, "fmax_ev_per_a": 6.61, "multiplicity": 1, "lumo_ha": -0.431, "charge": 3, "e_homo_ha": -0.6958, "elements": ["C", "C", "H", "H", "H", "O", "I", "Ti", "P", "C", "C", "H", "H", "H", "H", "H", "H", "C", "H", "H", "H", "P", "C", "C", "H", "H", "H", "C", "H", "H", "H", "H", "H", "H", "Cl", "C", "C", "C", "C", "N", "C", "C", "H", "H", "H", "H", "H", "H", "H"], "xyz": [[4.985058, -4.166979, -1.209324], [3.509581, -4.262064, -1.005983], [5.386298, -5.173328, -1.382928], [5.484748, -3.754798, -0.317566], [5.229055, -3.550662, -2.090039], [2.725418, -5.152183, -0.995405], [2.564019, -1.998064, -0.601756], [0.731777, -0.017847, -0.093566], [0.033368, 0.006884, -2.532498], [-1.629329, -0.391193, -3.227926], [0.172605, 1.675333, -3.232473], [0.014119, 1.541869, -4.312809], [0.893351, -0.524317, -4.650708], [1.152306, 2.126446, -3.060158], [2.106308, -0.987728, -3.409944], [-2.438212, 0.153310, -2.730138], [-0.601903, 2.335372, -2.816710], [1.047797, -0.990818, -3.672014], [-1.630262, -0.127532, -4.295677], [0.696796, -2.028071, -3.670575], [-1.842933, -1.458473, -3.115134], [0.778634, -0.533188, 2.372829], [-0.705887, -1.119156, 3.296438], [1.966980, -1.806844, 2.907289], [2.099211, 1.388061, 3.113976], [1.369047, 0.417393, 4.427838], [0.371793, 1.595059, 3.501502], [1.195140, 0.870246, 3.441595], [2.915974, -1.756329, 2.372293], [2.120498, -1.604322, 3.973425], [-0.498281, -1.120064, 4.377570], [-0.973949, -2.131494, 2.976901], [1.539191, -2.804263, 2.756488], [-1.576651, -0.484281, 3.101203], [2.184374, 1.708835, -0.105039], [-4.628512, 3.523289, 1.056854], [-3.364907, 2.718388, 0.804508], [-3.420043, 1.335462, 0.541386], [-2.263165, 0.600144, 0.301570], [-1.036885, 1.191499, 0.301713], [-0.983284, 2.527950, 0.549109], [-2.094047, 3.318089, 0.809951], [-5.296016, 3.561321, 0.184153], [-5.254477, 3.100006, 1.854227], [-4.471435, 4.571565, 1.339282], [-4.348291, 0.759833, 0.510980], [-2.317311, -0.473482, 0.104709], [0.000191, 3.008102, 0.541622], [-1.897856, 4.383020, 1.008960]], "forces_ev_per_angstrom": [[0.5403, 0.9172, 0.0313], [-2.1330, -6.2454, -0.4176], [-0.5462, -0.0487, 0.0720], [-0.3346, 0.0683, -0.2793], [-0.2471, -0.0080, 0.3714], [2.8506, 4.6269, 0.1225], [-0.4252, 0.8628, 0.1630], [1.2197, 2.8856, 0.0341], [-1.0265, -0.2675, -1.9151], [-0.2706, -0.4033, 0.7938], [0.2886, 0.5440, 0.3689], [0.0062, 0.1744, 0.3280], [0.1184, -0.3006, 0.0454], [-0.0892, -0.0350, -0.0654], [-0.0906, 0.1701, -0.1767], [0.2065, 0.0621, -0.0754], [0.1927, -0.1856, -0.1630], [0.2378, -0.0836, 0.2886], [0.1620, -0.0810, 0.3435], [-0.0059, 0.1910, -0.0722], [0.0435, 0.1044, -0.1177], [-0.6383, -0.9259, 2.0457], [-0.4805, -0.1464, -0.7764], [0.2023, -0.0280, -0.2812], [-0.0488, -0.0419, 0.0980], [-0.0899, 0.2634, -0.2103], [0.1878, -0.2477, -0.0234], [0.2710, 0.6590, -0.2965], [-0.0355, 0.1237, 0.2312], [0.0626, -0.2984, -0.1736], [0.1240, 0.0363, -0.4183], [0.0813, 0.0858, 0.1282], [0.0360, 0.1984, 0.0946], [0.1814, 0.0329, 0.1101], [-1.3264, -1.8557, -0.0163], [-0.2374, 0.1411, 0.1269], [-0.6983, 0.6875, 0.1327], [0.4756, -0.8619, -0.1848], [-0.4272, 0.7455, 0.1838], [0.5359, -0.4938, -0.1672], [0.2617, 0.5046, 0.1126], [0.4172, -0.4785, -0.1157], [0.3614, -0.2662, -0.0434], [0.3344, -0.2264, -0.1288], [0.4421, -0.3433, -0.1160], [0.0960, 0.5068, 0.0950], [0.0402, 0.2563, 0.0440], [-0.3698, -0.3817, -0.0191], [-0.4563, -0.5937, -0.1118]], "nbo_charge": [-0.765, 0.764, 0.330, 0.307, 0.308, -0.287, -0.023, 1.155, 0.862, -0.907, -0.915, 0.276, 0.275, 0.268, 0.256, 0.259, 0.266, -0.915, 0.283, 0.267, 0.263, 0.872, -0.912, -0.916, 0.269, 0.276, 0.270, -0.915, 0.257, 0.276, 0.286, 0.262, 0.268, 0.257, -0.204, -0.682, 0.145, -0.221, 0.040, -0.614, 0.059, -0.219, 0.276, 0.271, 0.260, 0.269, 0.225, 0.241, 0.277]}